[1]
The molecule C3H5PS in a non-equilibrium geometry. Source: the OMol25 dataset; level of theory: the ωB97M-V functional and the def2-TZVPD basis.

relative energy (zero: lowest compared OMol25 entry of this formula, charge and spin) = 0.759 eV
structure (SMILES) = C1=PCCS1
LUMO level = 0.3687 eV
molar mass = 104.11 g mol⁻¹
HOMO energy = -7.920 eV
gap between HOMO and LUMO = 8.3 eV

Geometry (Å):
C  1.58935  0.42374  0.43960
P  0.69378  1.64638  -0.35522
C  -0.80924  0.40589  -0.55371
C  -0.59986  -0.89609  0.21135
S  1.12669  -1.22794  0.61072
H  2.49244  0.69146  0.76776
H  -0.74652  0.21227  -1.65926
H  -1.58838  1.08820  -0.14925
H  -1.08815  -0.72816  1.20995
H  -1.07010  -1.61575  -0.52195

Cartesian forces (eV/Å) of the 2 atoms listed first:
C -3.36 0.64 -2.03
P -0.09 -2.38 1.18


[2]
A cluster of 2 separate species, C3H6 in total in a non-equilibrium geometry. Source: the OMol25 dataset; level of theory: the ωB97M-V functional and the def2-TZVPD basis.

relative energy (zero: lowest compared OMol25 entry of this formula, charge and spin) = 5.037 eV
LUMO level (alpha / beta) = -0.1437 / 0.2825 eV
molar mass = 42.08 g mol⁻¹
HOMO energy (alpha / beta) = -8.275 / -9.907 eV
gap between HOMO and LUMO (alpha / beta) = 8.1 / 10.2 eV

Geometry (Å):
C  0.32396  0.28795  -1.36146
C  0.24161  0.13287  -0.08679
C  -0.60955  -0.51881  0.84666
H  0.97839  0.88446  -1.98701
H  -0.40178  -0.32673  -1.87596
H  1.78768  1.76829  1.14281
H  -1.41617  -0.88939  0.18227
H  -0.88448  0.03980  1.74217
H  -0.01967  -1.37846  1.39732

Cartesian forces (eV/Å) of the 2 atoms listed first:
C -0.16 -0.23 -0.93
C 1.90 2.13 0.88


[3]
A cluster of 29 separate species, C3H64O29 in total in a non-equilibrium geometry. Source: the OMol25 dataset; level of theory: the ωB97M-V functional and the def2-TZVPD basis.

LUMO level = -0.5945 eV
molar mass = 564.52 g mol⁻¹
HOMO energy = -9.027 eV
gap between HOMO and LUMO = 8.4 eV

Geometry (Å):
O  0.03268  -0.23853  -0.10148
H  0.27230  0.19363  0.72157
H  -0.88561  -0.07769  -0.33054
H  0.59241  -0.01685  -0.84925
C  0.72470  2.42175  -2.05818
C  1.94397  1.62401  -2.38854
C  3.02650  2.38849  -1.70081
O  1.74401  0.23101  -2.22607
H  -0.11545  2.03629  -2.63583
H  0.82803  3.45247  -2.39734
H  0.57005  2.45897  -0.97986
H  2.15757  1.64819  -3.45714
H  3.29034  3.33743  -2.16774
H  3.98352  1.87757  -1.80656
H  2.89091  2.80771  -0.70382
O  -3.80022  3.97106  0.15328
H  -3.90020  3.06442  0.44353
H  -4.12637  4.49470  0.88516
O  -0.41497  3.81656  3.07488
H  -0.63129  4.23333  2.24077
H  -1.16291  4.00897  3.64039
O  -4.54990  1.55835  1.23700
H  -5.32383  1.08398  0.93328
H  -4.31268  1.12923  2.05908
O  -6.01209  0.94451  -2.23586
H  -5.60117  1.80887  -2.25257
H  -5.33225  0.34944  -2.55199
O  -4.01805  -2.48085  -0.22328
H  -3.43294  -3.17488  -0.52694
H  -4.75230  -2.50031  -0.83708
O  -1.21272  4.51345  0.60769
H  -0.76573  4.37575  -0.22746
H  -2.14408  4.46395  0.39242
O  3.08336  -0.17996  0.31060
H  2.90768  0.17121  -0.56235
H  4.03587  -0.14197  0.39735
O  -0.59649  -4.09606  1.41225
H  0.03266  -4.36520  0.74294
H  -0.40759  -4.66212  2.16066
O  -0.70085  -1.43833  -2.64642
H  -0.96465  -0.79564  -3.30489
H  0.15479  -1.13432  -2.34362
O  2.45935  -0.81427  -5.11614
H  2.19093  -0.39757  -4.29727
H  2.94994  -0.13632  -5.58084
O  -2.38788  0.43819  -0.50784
H  -3.09390  0.72764  0.07009
H  -2.78952  0.39782  -1.37576
O  -2.63802  -5.07536  -0.04956
H  -2.34023  -4.87374  -0.93664
H  -1.87855  -4.89661  0.50496
O  1.60055  3.33443  4.83219
H  0.98014  3.49116  4.12032
H  1.78547  4.20467  5.18534
O  3.28277  -1.09273  2.86182
H  3.82033  -1.14323  2.07143
H  3.08504  -0.16117  2.95847
O  -2.49497  -3.56029  -2.44661
H  -2.17215  -2.69470  -2.19607
H  -2.27176  -3.64050  -3.37396
O  0.60057  1.24099  1.87567
H  0.17975  2.02570  2.22692
H  1.53270  1.36951  2.05130
O  -3.27748  0.28832  -2.93570
H  -3.36927  -0.61782  -3.23017
H  -3.37516  0.81049  -3.73195
O  1.25937  -4.74265  -0.37744
H  1.62346  -3.87801  -0.56738
H  1.83467  -5.35215  -0.83981
O  2.79084  -2.76607  -1.54064
H  2.49174  -1.85681  -1.53477
H  3.68435  -2.72699  -1.19955
O  2.28855  -4.45899  -3.72541
H  1.43154  -4.42196  -4.15015
H  2.19592  -3.90622  -2.94946
O  4.19213  3.61450  1.34390
H  3.71424  2.82601  1.60106
H  5.04557  3.29355  1.05256
O  -1.21620  1.20235  5.48992
H  -2.02078  1.46791  5.93530
H  -1.46616  1.12408  4.56925
O  3.16207  1.70410  3.02353
H  2.66312  2.40065  3.45028
H  4.02388  1.73725  3.43876
O  4.83064  -0.17833  -3.19066
H  4.71380  -1.03212  -3.60735
H  3.97275  0.02664  -2.81884
O  1.55433  -3.17834  3.26326
H  2.00028  -2.33291  3.31455
H  2.12247  -3.71627  2.71183
O  -2.09965  -1.70659  1.52376
H  -1.64553  -2.53331  1.36081
H  -2.96246  -1.82434  1.12637
O  -3.12030  -0.04141  3.61401
H  -2.67436  -0.55718  2.94218
H  -3.87598  -0.57361  3.86291

Cartesian forces (eV/Å) of the 2 atoms listed first:
O 0.17 -2.15 -0.08
H 0.49 1.17 1.57


[4]
A cluster of 2 separate species, C3H6BCl2F4O3S in total in a non-equilibrium geometry. Source: the OMol25 dataset; level of theory: the ωB97M-V functional and the def2-TZVPD basis.

total charge = -1
LUMO level = 2.3344 eV
molar mass = 279.85 g mol⁻¹
HOMO energy = -7.750 eV
gap between HOMO and LUMO = 10.1 eV

Geometry (Å):
C  1.67268  -0.01221  0.83488
C  1.03362  1.27877  0.34707
Cl  2.25694  2.60897  0.44091
C  -0.23469  1.60019  1.18215
Cl  -0.25229  3.12234  2.08627
O  -1.35352  1.65102  0.28962
S  -2.10268  0.16445  0.21496
O  -1.88574  -0.25389  -1.11069
O  -3.65168  0.69740  0.27653
H  1.26659  -0.84027  0.26065
H  2.74489  0.00768  0.71789
H  1.43160  -0.17578  1.87988
H  0.75321  1.22128  -0.69248
H  -0.40489  0.81892  1.91011
H  -4.03440  0.27731  1.06760
B  0.54709  -2.43691  -1.95209
F  1.09665  -1.13160  -1.97040
F  0.21260  -2.75718  -0.60955
F  -0.59913  -2.48833  -2.75008
F  1.50317  -3.35217  -2.42321

Cartesian forces (eV/Å) of the 2 atoms listed first:
C -0.47 -0.11 -0.11
C 0.63 0.39 0.84


[5]
The molecule C3H6BNO2 in a non-equilibrium geometry. Source: the OMol25 dataset; level of theory: the ωB97M-V functional and the def2-TZVPD basis.

relative energy (zero: lowest compared OMol25 entry of this formula, charge and spin) = 0.204 eV
structure (SMILES) = C[C@H](C#N)B(O)O
LUMO level = 0.0574 eV
molar mass = 98.90 g mol⁻¹
HOMO energy = -10.911 eV
gap between HOMO and LUMO = 11.0 eV

Geometry (Å):
C  0.07551  -1.67078  0.32918
C  -0.46230  -0.18613  0.31873
C  -1.69729  -0.17301  -0.30023
N  -2.68146  -0.19004  -0.86631
B  0.54507  1.01196  -0.06717
O  1.58823  0.74713  -0.88149
O  0.23468  2.25185  0.41557
H  -0.04573  -2.00697  -0.66834
H  -0.58363  -2.30829  0.92214
H  1.14682  -1.95857  0.61215
H  -0.78989  0.05347  1.38796
H  2.03219  1.47581  -1.23631
H  0.63781  2.95357  0.03411

Cartesian forces (eV/Å) of the 2 atoms listed first:
C 0.78 -0.14 0.41
C 2.68 -0.40 4.00


[6]
A cluster of 2 separate species, C3H6Br2OSi in total in a non-equilibrium geometry. Source: the OMol25 dataset; level of theory: the ωB97M-V functional and the def2-TZVPD basis.

relative energy (zero: lowest compared OMol25 entry of this formula, charge and spin) = 3.048 eV
LUMO level (alpha / beta) = -1.7190 / -1.7042 eV
molar mass = 245.97 g mol⁻¹
HOMO energy (alpha / beta) = -8.944 / -8.783 eV
gap between HOMO and LUMO (alpha / beta) = 7.2 / 7.1 eV

Geometry (Å):
C  0.30346  1.22447  -1.12271
C  -0.33718  1.61633  0.00100
C  -1.26688  0.66906  0.71109
O  -1.36253  -0.52799  0.08198
Si  1.01625  -1.95495  -0.07099
Br  0.32312  -4.03980  -0.07838
Br  1.67666  -1.43658  1.96226
H  0.87534  1.85782  -1.63377
H  0.27258  0.29705  -1.68587
H  -0.39338  2.56103  0.53154
H  -2.26336  0.98531  0.53364
H  -0.98073  0.46550  1.73079
H  2.13666  -1.71726  -0.96059

Cartesian forces (eV/Å) of the 2 atoms listed first:
C -1.96 -0.79 2.36
C -0.42 -1.46 -0.41


[7]
A cluster of 2 separate species, C3H6BrI in total in a non-equilibrium geometry. Source: the OMol25 dataset; level of theory: the ωB97M-V functional and the def2-TZVPD basis.

relative energy (zero: lowest compared OMol25 entry of this formula, charge and spin) = 5.183 eV
LUMO level (alpha / beta) = -0.5391 / -0.5066 eV
molar mass = 248.89 g mol⁻¹
HOMO energy (alpha / beta) = -8.160 / -9.403 eV
gap between HOMO and LUMO (alpha / beta) = 7.6 / 8.9 eV

Geometry (Å):
C  -0.62657  1.19726  0.71692
C  -0.16947  -0.87518  -0.87906
C  0.16520  -0.12023  0.36976
Br  1.25566  -2.00688  -1.75165
I  0.89098  -1.17797  1.98046
H  -0.69772  1.92396  -0.11415
H  -1.69411  0.84918  0.80462
H  0.14328  1.55376  1.47031
H  -1.07582  -1.61177  -0.60568
H  -0.49606  -0.16955  -1.57748
H  2.30461  0.43742  -0.41405

Cartesian forces (eV/Å) of the 2 atoms listed first:
C 1.69 -1.72 -1.04
C -1.16 -2.44 1.99


[8]
The molecule C3H6BrIO in a non-equilibrium geometry. Source: the OMol25 dataset; level of theory: the ωB97M-V functional and the def2-TZVPD basis.

relative energy (zero: lowest compared OMol25 entry of this formula, charge and spin) = 0.000 eV
structure (SMILES) = O[C@H](Br)CCI
LUMO level = 0.1268 eV
molar mass = 264.89 g mol⁻¹
HOMO energy = -9.714 eV
gap between HOMO and LUMO = 9.8 eV

Geometry (Å):
O  1.54668  -0.00375  0.99644
C  1.03965  0.34282  -0.18139
Br  2.32977  1.65110  -1.12186
C  -0.37140  0.90795  -0.40803
C  -1.38005  -0.25025  -0.16388
I  -3.43807  0.28837  0.24995
H  1.30715  0.71178  1.64472
H  1.19794  -0.52041  -0.89224
H  -0.45842  1.62662  0.37490
H  -0.42064  1.44947  -1.39020
H  -1.55311  -0.87296  -1.09622
H  -1.15176  -0.86381  0.64090

Cartesian forces (eV/Å) of the 2 atoms listed first:
O -0.99 1.10 2.23
C 0.69 -1.03 -4.40


[9]
A structure of composition C3H6BrIO in a non-equilibrium geometry. Source: the OMol25 dataset; level of theory: the ωB97M-V functional and the def2-TZVPD basis.

relative energy (zero: lowest compared OMol25 entry of this formula, charge and spin) = 4.345 eV
LUMO level (alpha / beta) = -0.7813 / -0.7754 eV
molar mass = 264.89 g mol⁻¹
HOMO energy (alpha / beta) = -6.797 / -6.801 eV
gap between HOMO and LUMO (alpha / beta) = 6.0 / 6.0 eV

Geometry (Å):
C  -0.74414  1.03555  -0.84864
C  -0.94326  -0.81676  0.56263
C  2.65810  -1.13823  0.88214
O  -1.37502  -0.18816  -0.50487
Br  1.19462  -1.84343  -0.14032
I  3.56293  0.55553  -0.07952
H  -1.45924  1.85082  -0.71846
H  -0.45403  0.97513  -1.89795
H  0.13893  1.22222  -0.23448
H  -1.48547  -1.71988  0.79582
H  -0.51453  -0.25557  1.38902
H  3.39112  -1.93197  0.97431

Cartesian forces (eV/Å) of the 2 atoms listed first:
C 0.30 0.83 -0.19
C 0.82 0.04 -0.43


[10]
A cluster of 2 separate species, C3H6BrN2O in total in a non-equilibrium geometry. Source: the OMol25 dataset; level of theory: the ωB97M-V functional and the def2-TZVPD basis.

relative energy (zero: lowest compared OMol25 entry of this formula, charge and spin) = 3.030 eV
total charge = +1
LUMO level (alpha / beta) = -5.6207 / -6.0220 eV
molar mass = 166.00 g mol⁻¹
HOMO energy (alpha / beta) = -13.078 / -12.623 eV
gap between HOMO and LUMO (alpha / beta) = 7.5 / 6.6 eV

Geometry (Å):
C  -0.94496  1.11506  -0.13784
C  -0.32333  -0.96018  1.92400
C  1.15186  0.47355  -1.03525
N  -0.73033  -1.05108  -0.68035
N  -0.20455  0.09833  -0.65627
O  -0.55288  0.16491  1.92510
Br  -0.19503  -2.52597  2.75980
H  -1.99404  1.11867  0.09879
H  -0.33345  1.89837  0.11175
H  1.31258  1.56231  -0.80150
H  1.31333  0.09234  -2.01633
H  1.73885  -0.16746  -0.38107
H  -0.23805  -1.81885  -1.11083

Cartesian forces (eV/Å) of the 2 atoms listed first:
C 1.04 -2.56 -1.18
C -0.84 0.39 -1.60